Entry 1:
DFT (ωB97M-V/def2-TZVPD) results for a cluster of 2 separate species, C3H8OS2 in total in a non-equilibrium geometry.

Each line ends with the Löwdin charge.
Element x y z (Å)
S -0.0430 1.0241 0.2283  0.853
S 2.0386 -1.1099 0.5127  0.813
C 1.4427 0.3204 -0.4269  -0.805
C -0.5638 -0.5161 0.8634  -0.590
C 0.6201 -1.1001 1.6118  -0.584
H 2.2941 1.0208 -0.3270  0.034
H 1.2797 0.1407 -1.5070  0.045
H -0.9303 -1.1378 0.0240  0.089
H -1.3816 -0.4365 1.6053  0.094
H 0.5845 -2.1989 1.7413  0.064
H 0.7487 -0.6471 2.6137  0.088
O -2.2058 1.9055 -2.2762  -0.109
H -2.0363 1.4012 -3.1039  0.045
H -1.8478 1.3339 -1.5597  -0.036

Calculated values
Frontier orbital gap in eV: 9.47
Total energy in hartree: -990.6975
Max |F| in eV/Å: 2.37
SMILES: C1CSCS1.O
Energy above the lowest of the compared OMol25 structures with the same formula, charge and spin in kcal/mol: 8.23
Spin multiplicity: 1



Entry 2:
DFT (ωB97M-V/def2-TZVPD) results for a cluster of 2 separate species, C3H8OS2 in total in a non-equilibrium geometry.

Each line ends with the Löwdin charge.
Element x y z (Å)
C -2.1197 0.5992 0.8097  -0.437
S -1.7310 -0.7371 -0.3650  0.339
S -2.1527 -2.7631 0.1124  0.288
H -1.3949 0.4637 1.6127  0.022
H -3.1364 0.5480 1.1809  0.026
H -1.8486 1.5239 0.3128  0.033
H -1.0049 -3.0992 -0.4884  -0.223
C 1.8463 1.3018 -0.9444  0.009
C 2.0110 0.4847 0.0887  -0.291
O 1.3680 -0.7011 0.3183  -0.072
H 2.6345 2.0283 -1.1050  0.052
H 1.1965 1.0367 -1.7702  0.059
H 2.9015 0.5637 0.7068  0.106
H 1.4304 -1.2496 -0.4694  0.089

Calculated values
Frontier orbital gap in eV: 8.57
Total energy in hartree: -990.6406
Max |F| in eV/Å: 2.16
SMILES: C=CO.CSS
Energy above the lowest of the compared OMol25 structures with the same formula, charge and spin in kcal/mol: 43.94
Spin multiplicity: 1



Entry 3:
DFT (ωB97M-V/def2-TZVPD) results for an isolated molecule of C3H8OS2 in a non-equilibrium geometry.

Each line ends with the Löwdin charge.
Element x y z (Å)
C -1.4199 0.8478 1.1171  -0.263
C -0.6425 2.1777 0.9736  -0.272
O 0.6026 2.1199 1.6824  -0.078
C -0.6179 -0.3741 0.7773  -0.535
S 0.0420 -0.2095 -0.9655  0.415
S 0.8256 -2.1235 -1.3004  0.302
H -1.7453 0.7614 2.1552  0.117
H -2.2650 0.9029 0.4221  0.111
H -1.1636 3.0334 1.3904  0.116
H -0.4762 2.3304 -0.0976  0.089
H 1.1895 1.5977 1.1330  0.059
H 0.3029 -0.4660 1.3625  0.064
H -1.1182 -1.3194 0.9507  0.071
H 2.0687 -1.9763 -0.7844  -0.196

Calculated values
Frontier orbital gap in eV: 9.80
Total energy in hartree: -990.7044
Max |F| in eV/Å: 1.72
SMILES: OCCCSS
Energy above the lowest of the compared OMol25 structures with the same formula, charge and spin in kcal/mol: 3.89
Spin multiplicity: 1



Entry 4:
DFT (ωB97M-V/def2-TZVPD) results for a cluster of 2 separate species, C3H8OS2 in total.

Each line ends with the Löwdin charge.
Element x y z (Å)
C -1.7378 1.0508 -2.9972  -0.476
S -0.9099 -0.4877 -2.4939  0.371
S -1.2061 -0.4000 -0.4214  0.288
H -1.0138 1.7556 -3.3799  0.025
H -2.4752 0.7868 -3.7408  0.021
H -2.2790 1.4523 -2.1474  0.013
H -0.2972 -1.3612 -0.2174  -0.202
O 2.9030 -0.9563 1.3566  0.031
C 1.9538 -0.2435 1.5782  -0.340
C 0.9841 -0.4973 2.7017  -0.059
H 1.8083 0.6255 0.9242  0.106
H 0.3854 0.3943 2.8580  0.072
H 0.3363 -1.3147 2.4064  0.070
H 1.5482 -0.8045 3.5729  0.082

Calculated values
Frontier orbital gap in eV: 8.66
Total energy in hartree: -990.6819
Max |F| in eV/Å: 0.77
SMILES: CC=O.CSS
Energy above the lowest of the compared OMol25 structures with the same formula, charge and spin in kcal/mol: 18.02
Spin multiplicity: 1



Entry 5:
DFT (ωB97M-V/def2-TZVPD) results for a cluster of 2 separate species, C3H8OS4 in total in a non-equilibrium geometry.

Each line ends with the Löwdin charge.
Element x y z (Å)
C 0.6594 0.2908 0.5975  -0.618
C 0.8676 0.6740 -0.8672  -0.847
C -1.6294 0.3895 0.7019  -1.046
O 0.1638 -0.1861 -1.6436  -0.165
S 1.1749 -1.2732 1.1021  0.773
S 2.6493 0.5910 -1.2983  0.750
S -2.0571 -1.3023 0.2729  0.696
S -2.1275 0.9719 2.1984  0.715
H 1.0844 1.0436 1.2420  0.063
H 0.5302 1.6989 -0.9757  0.101
H -1.6317 1.1550 0.0504  -0.030
H 0.3679 -0.1376 -2.6166  0.132
H 0.9615 -1.7989 -0.0639  -0.135
H 2.6583 -0.6409 -0.6870  -0.151
H -1.7510 -1.3156 -1.0045  -0.155
H -1.9206 -0.1602 2.9918  -0.084

Calculated values
Frontier orbital gap (alpha / beta) in eV: 5.90 / 7.54
Total energy in hartree: -1786.8983
Max |F| in eV/Å: 4.83
Expectation value of S²: 2.01
Spin multiplicity: 3



Entry 6:
DFT (ωB97M-V/def2-TZVPD) results for an isolated molecule of C3H8OSSi in a non-equilibrium geometry.

Each line ends with the Löwdin charge.
Element x y z (Å)
C 1.2428 0.2118 0.1754  -0.882
C 2.5308 1.0107 -0.0191  -0.104
C -2.0127 -1.1117 -0.7405  -0.234
O -0.0074 0.6903 0.0522  -0.279
Si -1.4694 0.1087 0.5535  0.524
S 1.4499 -1.3764 0.3959  0.731
H 2.6528 1.1658 -1.0876  0.085
H 3.3623 0.4266 0.4120  0.065
H 2.5361 1.9183 0.5632  0.072
H -1.1611 -1.7051 -1.0240  -0.008
H -2.4822 -0.5342 -1.6108  0.064
H -1.2321 -0.1266 2.0830  -0.001
H -2.6017 1.0212 0.5676  -0.045
H -2.8079 -1.6993 -0.3209  0.013

Calculated values
Frontier orbital gap in eV: 9.08
Total energy in hartree: -882.0240
Max |F| in eV/Å: 3.03
SMILES: C[SiH2]OC(C)=S
Energy above the lowest of the compared OMol25 structures with the same formula, charge and spin in kcal/mol: 3.11
Spin multiplicity: 1



Entry 7:
DFT (ωB97M-V/def2-TZVPD) results for a structure of composition C3H8S2 in a non-equilibrium geometry.

Each line ends with the Löwdin charge.
Element x y z (Å)
C 0.2087 -1.9442 -1.4974  -0.530
C 0.3453 -0.3965 0.7546  -0.912
C -0.5029 2.2329 0.7673  -0.508
H 0.4227 -1.9431 -2.6769  0.073
H 0.5881 -3.1308 -1.2978  0.102
H -0.7970 -1.4512 -1.2450  0.047
H 0.3174 -1.3132 1.3715  0.023
H -0.8881 0.2718 0.6370  0.087
H 0.4998 3.2706 0.8707  0.108
H -0.6451 1.5176 -0.3359  0.090
H -1.5883 2.5490 1.6385  0.138
S 1.2143 -0.8596 -0.6624  0.702
S 0.8254 1.1968 1.6757  0.580

Calculated values
Frontier orbital gap in eV: 8.90
Total energy in hartree: -915.2128
Max |F| in eV/Å: 5.16
Energy above the lowest of the compared OMol25 structures with the same formula, charge and spin in kcal/mol: 165.74
Spin multiplicity: 1



Entry 8:
DFT (ωB97M-V/def2-TZVPD) results for a cluster of 2 separate species, C3H8S2 in total in a non-equilibrium geometry.

Each line ends with the Löwdin charge.
Element x y z (Å)
C 1.7786 0.6821 -0.9463  -0.065
C 1.7014 0.6404 0.3822  -0.108
H 1.8293 -0.2448 -1.4947  0.047
H 1.9576 1.6373 -1.4207  0.049
H 1.5913 -0.2933 0.9004  0.044
H 1.7509 1.5560 0.9558  0.045
C -1.6187 -1.3489 -0.3586  -0.465
S -2.1265 0.3826 -0.0703  0.327
S -1.7579 0.8078 1.8572  0.286
H -1.1664 -1.3195 -1.3564  0.018
H -0.9143 -1.8348 0.3017  0.033
H -2.5454 -1.9040 -0.4978  0.016
H -0.4799 1.2392 1.7477  -0.227

Calculated values
Frontier orbital gap in eV: 9.65
Total energy in hartree: -915.4277
Max |F| in eV/Å: 1.42
SMILES: C=C.CSS
Energy above the lowest of the compared OMol25 structures with the same formula, charge and spin in kcal/mol: 30.89
Spin multiplicity: 1



Entry 9:
DFT (ωB97M-V/def2-TZVPD) results for a structure of composition C3H8S2 in a non-equilibrium geometry.

Each line ends with the Löwdin charge.
Element x y z (Å)
C 0.8659 2.2399 -0.6500  -0.529
C -0.7791 0.2051 0.2327  -0.958
C -0.1338 -2.4366 0.4121  -0.455
H 0.9863 2.6726 -1.9735  0.130
H -0.1422 2.7626 -0.2791  0.043
H 1.8875 2.3711 0.1504  0.111
H -1.7928 0.8548 0.5062  0.109
H -0.1759 -0.0329 1.2061  0.057
H -0.3865 -3.5324 0.6842  0.068
H 0.5117 -2.3182 -0.4567  -0.002
H 0.3267 -2.0128 1.4007  0.067
S 0.2942 0.6238 -1.0492  0.670
S -1.4620 -1.3968 -0.1839  0.688

Calculated values
Frontier orbital gap in eV: 9.28
Total energy in hartree: -915.3533
Max |F| in eV/Å: 4.67
Energy above the lowest of the compared OMol25 structures with the same formula, charge and spin in kcal/mol: 77.59
Spin multiplicity: 1



Entry 10:
DFT (ωB97M-V/def2-TZVPD) results for an isolated molecule of C3H8Si in a non-equilibrium geometry.

Each line ends with the Löwdin charge.
Element x y z (Å)
C -1.2951 -1.3886 1.0268  -0.009
C -0.8006 -0.1700 0.8854  -0.350
C 0.5660 0.3246 0.5239  -0.455
Si 0.6853 0.8338 -1.3077  0.607
H -2.4040 -1.4810 1.1406  0.079
H -0.5650 -2.1114 1.1567  0.031
H -1.3869 0.7801 0.8155  0.099
H 1.3315 -0.6454 0.7521  0.130
H 1.0503 0.8128 1.3908  0.059
H -0.0146 2.1637 -1.8678  -0.069
H -0.1478 -0.4501 -1.8582  -0.032
H 2.0832 0.7856 -1.9647  -0.089

Calculated values
Frontier orbital gap in eV: 10.84
Total energy in hartree: -408.4906
Max |F| in eV/Å: 5.42
SMILES: C=CC[SiH3]
Energy above the lowest of the compared OMol25 structures with the same formula, charge and spin in kcal/mol: 32.10
Spin multiplicity: 1